# C9H12N2O4SSn

A molecular structure, C9H12N2O4SSn in a non-equilibrium geometry (wB97M-V/def2-TZVPD, the Open Molecules 2025 dataset).

The geometry in XYZ format:
```
29
Properties=species:S:1:pos:R:3:nbo_charge:R:1
Sn -0.08432 0.71968 -1.21914 0.830
C -0.14119 2.16876 0.59487 0.508
O -0.25694 2.90133 1.47420 -0.306
C -0.09916 3.01187 -2.71145 0.509
O -0.10360 4.08856 -3.09178 -0.370
C -2.66904 0.70144 -1.61721 0.523
O -3.79934 0.79345 -1.45940 -0.357
C 2.48002 0.73802 -1.62723 0.525
O 3.60737 0.79419 -1.43234 -0.360
C -0.08706 -1.23793 -3.69260 -0.356
H 0.84497 -1.76174 -3.44367 0.225
H -1.01721 -1.76043 -3.43428 0.225
C -0.08925 0.04517 -4.11623 -0.418
H -1.01423 0.61070 -4.28284 0.219
H 0.83409 0.61377 -4.28527 0.218
C 1.43837 0.10373 2.85318 -0.440
N 1.25622 -0.95521 1.83994 -0.566
C 0.05761 -1.21234 1.27640 0.360
S -0.01342 -1.69563 -0.39765 -0.221
N -1.07842 -1.09629 1.99961 -0.580
C -1.14577 -1.48152 3.42505 -0.434
H 2.02479 -0.32851 3.67456 0.256
H 0.46899 0.44214 3.23209 0.225
H 1.98743 0.95697 2.43116 0.217
H 2.04222 -1.08442 1.19918 0.428
H -1.91713 -1.34386 1.46633 0.430
H -1.66863 -0.69565 3.98696 0.236
H -1.71651 -2.41433 3.52236 0.248
H -0.14084 -1.62193 3.83521 0.228
```

Output
- net charge = +2
- lowest unoccupied orbital energy (Eh) = -0.3120
- multiplicity = 1
- HOMO energy (eV) = -15.4
- maximum force (eV/Å) = 7.56
- energy relative to the best compared isomer or geometry (same formula, charge and spin) (kJ/mol) = 52.80
- calculated total energy (hartree) = -1372.3971
- Kohn-Sham gap (eV) = 6.93